Entry from the Open Molecules 2025 dataset: an isolated molecule of C21H35N3O4 (ωB97M-V/def2-TZVPD).

The structure (SMILES) is C=CCC1(C(=O)N[C@H](C)C(=O)NCC(C)C)CN(C(=O)[C@H](C)C2(O)CCC2)C1. The energy relative to the best compared isomer or geometry (same formula, charge and spin) comes out at 119.11 kJ/mol. The calculation puts the LUMO energy at 0.0204 Eh. The electronic energy comes out at -1286.41536 Ha. As for the frontier orbital gap: 0.3488 Eh. Its HOMO energy is -8.935 eV.

Bonds (Å) are listed after each position.
Positions of all 63 atoms, in Å:
1 H -0.10615 -1.71668 -1.11388  C27 1.093
2 C 0.05620 1.86569 4.06399  C22 1.524, H23 1.097, C44 1.526, C62 1.521
3 H -1.59439 0.87050 -1.20430  N24 1.012
4 H -2.40717 -2.29631 -0.71927  C45 1.085
5 O 1.04099 0.82264 5.95520  C44 1.408, H48 0.961
6 H -6.03295 0.57303 -6.84160  C8 1.094
7 H -2.06045 1.53500 5.71939  C33 1.092
8 C -5.95002 0.09793 -5.85986  H6 1.094, C25 1.523, H49 1.092, H55 1.090
9 H -2.90575 -2.83176 0.98103  C45 1.082
10 H -4.71614 2.06714 -4.48212  C56 1.091
11 C -0.95198 -2.08723 0.78406  C27 1.501, C45 1.323, H59 1.087
12 C -2.38179 1.48332 -3.36272  C18 1.528, O41 1.222, N46 1.346
13 C -1.81902 -0.44683 4.62705  H17 1.088, C33 1.544, C50 1.544, H51 1.088
14 H -0.66238 3.38484 5.43067  C62 1.091
15 H -4.49851 -0.37157 -4.37652  C25 1.095
16 H 2.43089 0.96997 0.46435  C52 1.088
17 H -2.39576 -1.30186 4.97361  C13 1.088
18 C -0.90465 1.63954 -3.00467  C12 1.528, N24 1.443, C35 1.527, H63 1.094
19 H -0.62806 3.55913 -3.99720  C35 1.092
20 H -4.09101 2.08384 -6.11799  C56 1.094
21 H 0.19772 4.02123 4.02303  C62 1.090
22 C 1.18869 1.67047 3.06323  C2 1.524, O34 1.216, N58 1.360
23 H -0.88020 1.87484 3.49240  C2 1.097
24 N -0.73036 1.05012 -1.69938  H3 1.012, C18 1.443, C38 1.349
25 C -4.51165 0.11137 -5.35883  C8 1.523, H15 1.095, C37 1.523, C56 1.524
26 H -0.82919 1.69241 0.84812  C36 1.091
27 C 0.14645 -1.52107 -0.06852  H1 1.093, C11 1.501, C31 1.548, H39 1.093
28 H -1.94268 1.85330 -5.31065  N46 1.005
29 H 0.55779 3.19935 -2.74081  C35 1.089
30 H -2.57769 -0.72708 -5.89875  C37 1.091
31 C 0.44983 -0.01674 0.13497  C27 1.548, C36 1.561, C38 1.521, C52 1.550
32 H 0.08357 -1.47345 5.06443  C50 1.092
33 C -1.46665 0.61966 5.68649  H7 1.092, C13 1.544, C44 1.554, H47 1.091
34 O 2.30137 2.12820 3.23949  C22 1.216
35 C -0.49284 3.10977 -3.01144  C18 1.527, H19 1.092, H29 1.089, H60 1.091
36 C -0.38140 0.76230 1.20212  H26 1.091, C31 1.561, H42 1.091, N58 1.462
37 C -3.59601 -0.67426 -6.28770  C25 1.523, H30 1.091, H43 1.090, H57 1.095
38 C 0.47023 0.65230 -1.23092  N24 1.349, C31 1.521, O40 1.220
39 H 1.06138 -2.09130 0.11079  C27 1.093
40 O 1.49967 0.76834 -1.87579  C38 1.220
41 O -3.21944 1.23595 -2.50823  C12 1.222
42 H -1.11523 0.16834 1.74828  C36 1.091
43 H -3.95231 -1.69814 -6.40528  C37 1.090
44 C -0.04587 0.71854 5.06576  C2 1.526, O5 1.408, C33 1.554, C50 1.550
45 C -2.14759 -2.42125 0.32654  H4 1.085, H9 1.082, C11 1.323
46 N -2.68560 1.65842 -4.66231  C12 1.346, H28 1.005, C56 1.451
47 H -1.43269 0.21384 6.69850  C33 1.091
48 H 1.02463 0.06205 6.54287  O5 0.961
49 H -6.61476 0.62684 -5.17397  C8 1.092
50 C -0.30413 -0.67232 4.43186  C13 1.544, H32 1.092, C44 1.550, H61 1.090
51 H -2.30013 -0.02351 3.74738  C13 1.088
52 C 1.72061 0.31115 0.95971  H16 1.088, C31 1.550, H53 1.091, N58 1.461
53 H 2.22995 -0.55356 1.38859  C52 1.091
54 H 1.09758 3.26924 5.33271  C62 1.087
55 H -6.31824 -0.92409 -5.95267  C8 1.090
56 C -4.04244 1.54832 -5.16559  H10 1.091, H20 1.094, C25 1.524, N46 1.451
57 H -3.55527 -0.21804 -7.28178  C37 1.095
58 N 0.86550 0.99082 1.93037  C22 1.360, C36 1.462, C52 1.461
59 H -0.72966 -2.22941 1.83839  C11 1.087
60 H -1.08939 3.67476 -2.29392  C35 1.091
61 H 0.07742 -0.84493 3.42568  C50 1.090
62 C 0.17759 3.21455 4.75582  C2 1.521, H14 1.091, H21 1.090, H54 1.087
63 H -0.29441 1.08691 -3.72520  C18 1.094

Löwdin population analysis, charges in e, atoms 1 to 4: atom 1 (H): 0.12, atom 2 (C): -0.22, atom 3 (H): 0.13, atom 4 (H): 0.06